Record 1
Below is a structure of composition C12H33B3NO8P in a non-equilibrium geometry, with properties calculated with ωB97M-V/def2-TZVPD.

XYZ file:
```
58
Properties=species:S:1:pos:R:3:forces:R:3
C 0.723187 6.787420 0.045838 -0.25 0.11 0.62
C 1.827977 5.987561 -0.587898 -2.28 -0.13 1.62
O 2.742217 6.530186 -1.050905 3.32 1.54 -1.93
O 1.746577 4.630833 -0.568764 -0.74 -0.69 0.01
C 1.480939 4.100027 -1.877020 0.33 0.24 -0.51
C 1.836650 2.626182 -1.984249 0.07 0.22 0.27
C 1.502037 1.798035 -0.738078 -0.83 -0.33 -0.59
C 1.299942 0.327931 -1.155449 0.76 0.29 0.06
B 2.608931 -0.444941 -1.552237 -0.49 0.36 -1.49
O 2.485386 -1.708187 -2.150284 -0.46 0.02 1.38
B 3.024228 -2.569454 -1.201374 0.73 -0.51 -1.41
O 4.393275 -2.349999 -0.933486 -1.05 0.32 1.12
B 4.508814 -1.028512 -0.559311 1.67 0.43 -1.17
P 5.453477 -0.686994 1.094400 -0.79 -1.01 1.24
N 4.894659 -1.704239 2.188011 -0.01 0.23 -0.46
O 3.921457 -0.017151 -1.307523 -0.78 -0.39 1.34
H 1.002511 7.834501 0.132323 0.41 -0.05 -0.21
H -0.190550 6.772875 -0.541641 -0.09 -0.46 0.08
H 0.523432 6.455180 1.065736 -0.27 -0.32 -0.18
H 2.089055 4.648830 -2.603293 -0.04 0.04 0.06
H 0.433998 4.304390 -2.136525 -0.05 -0.22 0.23
H 1.273664 2.234915 -2.837048 -0.05 0.01 0.03
H 2.887623 2.534004 -2.268946 0.05 -0.09 0.24
H 2.243436 1.907663 0.051734 0.06 0.03 -0.08
H 0.546095 2.159203 -0.343144 0.14 0.09 0.12
H 0.819930 -0.270519 -0.368852 0.07 0.05 0.02
H 0.619489 0.269462 -2.011416 -0.05 -0.03 0.07
H 2.376662 -3.362422 -0.621400 0.16 -0.26 -0.14
H 5.135224 0.624773 1.529712 0.74 0.14 -0.56
H 6.860424 -0.793464 0.917996 -0.17 0.59 -0.09
H 4.207177 -2.321034 1.763026 0.16 -0.18 0.19
C -3.819845 3.908466 -0.474678 0.01 -0.01 -0.07
C -2.444968 4.293270 0.038844 -0.32 0.20 0.12
O -2.187803 5.679995 -0.174656 -0.05 -0.08 -0.07
H -3.904512 4.130760 -1.539198 0.05 -0.05 0.00
H -4.012204 2.845393 -0.320924 -0.03 0.02 0.01
H -4.597404 4.480708 0.037120 0.00 -0.07 0.07
H -1.670300 3.736124 -0.487454 0.08 0.12 0.01
H -2.358410 4.077147 1.108464 0.05 -0.16 -0.03
H -2.863205 6.179540 0.298145 0.06 -0.03 -0.06
C -0.922536 -5.445108 0.820819 0.02 0.05 -0.13
C 0.454632 -5.030260 1.301751 -0.31 0.17 0.08
O 0.748067 -3.689276 0.911143 -0.02 0.03 0.05
H -0.986253 -5.363644 -0.266244 0.09 -0.07 0.00
H -1.144962 -6.473537 1.111025 -0.05 0.03 0.02
H -1.690278 -4.791943 1.238533 0.01 -0.10 0.14
H 1.222395 -5.669961 0.867516 0.09 0.13 -0.01
H 0.520543 -5.103531 2.391587 0.03 -0.16 -0.01
H 0.077082 -3.118921 1.303881 0.06 -0.08 -0.02
C -5.922201 -5.460384 1.054385 -0.01 0.02 -0.07
C -4.442465 -5.755744 1.214354 -0.29 -0.02 0.38
O -3.895859 -5.008145 2.299421 0.10 0.06 -0.07
H -6.080355 -4.395659 0.878551 0.04 -0.02 -0.06
H -6.346471 -6.021593 0.220207 -0.03 0.00 0.03
H -6.468694 -5.721488 1.963880 -0.01 -0.10 -0.04
H -3.895960 -5.474997 0.315149 0.10 0.05 0.09
H -4.275845 -6.822033 1.399505 -0.02 -0.04 -0.17
H -4.370108 -5.262236 3.098941 0.06 0.05 -0.07
```
Forces are in eV/Å.

Results
Gap between HOMO and LUMO, eV: 8.63
LUMO energy, eV: 0.3
Total energy, hartree: -1549.7468

Atom charges from the Löwdin analysis, given in e for atoms 1 to 5:
1 C 0.018
2 C -0.570
3 O 0.163
4 O -0.020
5 C -0.179


Record 2
Below is a cluster of 3 separate species, C12H33BIO8P2 in total in a non-equilibrium geometry, with properties calculated with ωB97M-V/def2-TZVPD.

XYZ file:
```
57
Properties=species:S:1:pos:R:3:forces:R:3
B 6.446543 4.735953 2.513332 1.04 0.16 -0.06
I 4.194737 4.542361 2.661836 -0.62 -0.01 -0.07
H 6.800819 5.479426 3.395256 -0.14 -0.01 0.20
H 6.888302 3.621507 2.637077 -0.06 -0.12 0.05
H 6.748986 5.217995 1.447064 -0.28 -0.03 -0.19
O 1.542705 3.764275 -4.116073 -2.72 2.55 0.70
P 0.932356 3.102684 -2.921711 4.07 -6.06 0.72
O 2.193711 2.994851 -1.899377 -0.69 0.40 -0.23
C 2.762148 4.209561 -1.384161 0.38 0.31 0.23
C 1.765458 5.020189 -0.585024 -0.28 0.00 -0.17
O 0.866480 1.567705 -3.533250 -0.45 0.19 0.03
C 0.656826 1.364091 -4.928497 0.33 -0.02 -0.09
C 1.957808 0.979182 -5.606429 0.12 -0.21 -0.02
O -0.202202 2.727887 -1.797722 -0.59 2.89 -1.52
C -0.237553 1.480685 -1.093309 -0.48 -0.80 0.71
C 0.641698 1.439552 0.132539 0.51 0.02 0.02
H 3.169962 4.802114 -2.207312 -0.07 -0.08 -0.08
H 3.594519 3.920954 -0.743438 -0.07 -0.15 0.01
H 0.953320 5.391123 -1.226591 0.07 0.03 0.00
H 2.255387 5.875415 -0.121936 0.05 -0.04 0.02
H 1.308022 4.417077 0.196640 0.11 0.02 0.08
H 0.223620 2.250626 -5.390205 0.09 0.07 0.02
H -0.071097 0.556077 -5.038996 -0.01 -0.02 0.15
H 2.776169 1.627478 -5.298032 -0.13 0.19 -0.02
H 1.862556 1.025615 -6.693107 -0.02 -0.02 0.00
H 2.241283 -0.038154 -5.329486 -0.02 -0.01 -0.02
H -0.035565 0.629860 -1.740163 0.14 0.27 -0.26
H -1.273987 1.367713 -0.763730 -0.06 0.29 -0.15
H 1.691019 1.312397 -0.126422 0.02 0.13 -0.01
H 0.364203 0.587369 0.758273 -0.20 0.04 -0.06
H 0.546351 2.350703 0.721264 -0.05 -0.04 0.05
O -1.452441 -1.469547 1.817900 -3.12 3.24 -1.10
P -2.514932 -2.482758 1.477099 5.29 -7.32 1.98
O -2.565357 -3.216284 2.957753 -0.81 0.54 -0.01
C -3.152494 -2.508688 4.045888 0.02 0.09 0.23
C -4.613213 -2.175072 3.803349 0.00 -0.03 -0.13
O -1.440752 -3.465806 0.688255 -0.25 0.27 -0.91
C -0.411141 -2.895518 -0.132333 0.32 -0.03 0.29
C 0.925484 -2.947605 0.581123 0.13 -0.18 0.04
O -3.723763 -3.472135 0.910743 -1.25 3.48 -0.32
C -3.625387 -4.897401 0.823145 -0.33 -0.96 -0.30
C -3.973519 -5.626944 2.105237 0.22 0.13 0.33
H -2.578236 -1.600198 4.246275 0.02 0.00 -0.04
H -3.063416 -3.152088 4.921833 0.08 -0.09 -0.08
H -4.722544 -1.465602 2.975503 -0.01 0.05 0.05
H -5.056926 -1.729952 4.694342 0.03 0.06 -0.02
H -5.179999 -3.066894 3.538889 0.01 -0.03 0.04
H -0.662265 -1.873967 -0.415978 0.00 0.03 0.09
H -0.362150 -3.480946 -1.052916 -0.13 -0.09 0.04
H 0.844168 -2.605955 1.611736 -0.10 0.19 -0.06
H 1.667855 -2.335815 0.066868 0.00 -0.01 -0.02
H 1.293051 -3.974947 0.618944 0.01 0.00 -0.04
H -2.660667 -5.222214 0.446921 0.11 0.31 0.10
H -4.355935 -5.183056 0.062281 -0.09 0.29 0.00
H -3.166463 -5.574950 2.832811 -0.01 0.09 0.01
H -4.141231 -6.684855 1.891462 -0.07 0.05 -0.16
H -4.872311 -5.215073 2.564560 -0.05 -0.05 -0.06
```
Forces are in eV/Å.

Results
Gap between HOMO and LUMO, eV: 4.03
Energy above the lowest of the compared OMol25 structures with the same formula, charge and spin, kcal per mole: 0.0
LUMO energy, eV: -0.2
Total energy, hartree: -2084.2416
Net charge: -1

Atom charges from the Löwdin analysis, given in e for atoms 1 to 5:
1 B -0.943
2 I 0.329
3 H -0.096
4 H -0.096
5 H -0.092